[1]
# C38H75NO20

A cluster of 10 separate species, C38H75NO20 in total at a distorted geometry (ωB97M-V/def2-TZVPD, the Open Molecules 2025 dataset).

Output
Highest occupied orbital energy in eV: -9.790
SMILES: CCOC(C)=O.CCOC(C)=O.CCOC(C)=O.CCOC(C)=O.CCOC(C)=O.CCOC(C)=O.CCOC(C)=O.CCOC(C)=O.O=C1OCCO1.CN(C)C=O
HOMO-LUMO gap in eV: 10.218

The geometry in XYZ format:
```
134
Properties=species:S:1:pos:R:3:forces:R:3
C -13.097 -21.745 -3.487 -0.1 0.6 -2.0
C -12.618 -22.738 -2.498 -0.3 0.0 1.7
O -13.596 -23.754 -2.091 -0.2 0.0 -0.3
C -13.613 -24.892 -2.809 0.1 -0.3 0.2
C -14.595 -25.938 -2.300 -0.1 1.5 0.6
O -12.894 -25.070 -3.755 0.3 -0.1 -0.4
H -12.313 -20.985 -3.675 -0.3 -0.3 0.5
H -14.026 -21.199 -3.258 0.3 -0.4 0.3
H -13.208 -22.205 -4.479 -0.3 0.0 0.2
H -11.715 -23.247 -2.802 0.1 0.1 -0.2
H -12.438 -22.197 -1.562 0.1 -0.4 -0.1
H -15.570 -25.462 -2.224 -0.1 0.1 0.3
H -14.311 -26.349 -1.337 0.1 0.3 0.3
H -14.712 -26.749 -2.956 0.2 -0.9 -1.2
C -0.526 -23.843 1.111 1.5 1.1 -1.5
C -1.297 -24.786 0.253 -1.8 0.5 0.0
O -0.816 -24.800 -1.108 -0.9 -0.5 -0.7
C -1.797 -25.158 -2.019 1.5 0.5 -0.1
C -1.292 -25.208 -3.430 1.7 -0.9 -0.5
O -2.930 -25.403 -1.737 -0.8 -0.2 0.6
H -0.089 -23.076 0.452 -0.5 0.1 0.0
H 0.374 -24.270 1.485 0.6 -0.7 0.8
H -1.047 -23.316 1.884 -0.6 -0.2 0.4
H -1.285 -25.794 0.653 -0.1 -0.3 -0.1
H -2.351 -24.444 0.194 0.6 -0.4 0.2
H -1.156 -24.217 -3.853 -0.2 0.3 0.1
H -1.983 -25.787 -4.085 0.6 0.4 0.7
H -0.224 -25.631 -3.435 -1.6 0.3 0.0
C -9.801 -21.371 -1.041 -0.2 0.0 -0.5
C -8.836 -20.454 -1.725 0.6 0.1 -0.3
O -9.351 -19.812 -2.927 -0.3 -0.7 -0.5
C -9.551 -20.645 -3.952 0.3 -0.9 -0.6
C -9.993 -19.924 -5.234 0.1 0.2 0.8
O -9.322 -21.849 -3.882 -0.5 1.6 -0.4
H -9.346 -21.783 -0.155 0.2 0.0 0.5
H -10.034 -22.232 -1.687 -0.1 0.6 0.3
H -10.661 -20.765 -0.786 -0.6 -0.3 0.2
H -8.606 -19.548 -1.176 0.4 -0.4 0.6
H -7.957 -21.058 -1.975 0.2 0.6 -0.1
H -10.708 -20.516 -5.793 0.0 -0.1 0.0
H -9.117 -19.756 -5.844 0.4 -0.3 -0.2
H -10.368 -18.913 -5.056 -0.2 -0.3 0.3
C -5.888 -27.349 -2.688 -1.5 -0.6 -0.8
C -4.834 -27.898 -3.622 0.5 0.8 1.0
O -4.308 -26.849 -4.479 0.1 -0.6 -0.9
C -4.966 -26.663 -5.650 -2.5 0.5 0.8
C -4.070 -26.088 -6.698 -0.7 0.4 -0.5
O -6.190 -26.807 -5.748 2.5 -0.3 -0.1
H -6.229 -28.139 -1.973 0.4 0.7 -0.5
H -6.741 -27.006 -3.314 0.4 -0.2 0.6
H -5.505 -26.482 -2.173 0.2 0.0 0.4
H -3.974 -28.138 -2.969 -0.2 -0.5 -0.8
H -5.178 -28.704 -4.276 0.1 -0.1 0.4
H -4.697 -25.653 -7.500 0.4 -0.3 0.4
H -3.420 -26.866 -7.129 0.0 0.4 0.3
H -3.537 -25.274 -6.196 0.4 -0.3 -0.3
C -7.095 -23.577 4.594 0.5 0.3 0.2
C -8.014 -23.389 3.460 -1.4 0.7 -0.2
O -7.999 -24.651 2.774 -0.4 0.3 -0.3
C -9.072 -24.943 2.023 -0.4 1.2 -1.7
C -9.112 -26.394 1.732 1.4 -1.2 1.2
O -9.883 -24.141 1.588 0.9 -0.6 1.0
H -6.130 -23.671 4.085 0.3 -0.6 0.7
H -7.425 -24.447 5.163 0.6 0.0 0.2
H -7.026 -22.681 5.217 -0.2 -0.2 0.1
H -9.056 -23.154 3.700 0.1 -0.2 0.3
H -7.688 -22.531 2.890 0.2 -0.1 -0.9
H -10.035 -26.701 1.334 -1.3 -0.1 -0.5
H -8.985 -26.867 2.735 0.0 -0.1 -0.8
H -8.313 -26.785 1.062 -0.3 0.6 0.5
C -4.367 -21.627 0.038 1.6 0.6 -0.1
C -4.601 -21.864 1.515 -0.9 -0.1 0.1
O -4.730 -20.619 2.247 0.3 -0.2 0.3
C -5.856 -19.958 2.030 -0.1 0.6 -0.5
C -5.883 -18.587 2.706 -1.6 -0.6 0.6
O -6.693 -20.379 1.264 -0.4 0.5 0.5
H -4.021 -22.578 -0.381 -0.2 0.1 -0.2
H -3.538 -20.893 -0.133 -0.5 -0.5 0.2
H -5.245 -21.236 -0.480 0.0 -0.3 0.2
H -5.573 -22.412 1.538 0.8 0.2 0.6
H -3.804 -22.373 2.078 -0.4 0.0 -0.7
H -6.933 -18.354 3.003 0.7 -0.2 -0.5
H -5.577 -17.851 1.984 0.2 0.3 -0.3
H -5.302 -18.488 3.618 0.4 -0.3 -0.2
C -7.664 -22.435 -10.190 1.0 -1.1 2.1
C -8.078 -21.809 -8.842 0.6 -0.9 0.4
O -8.498 -22.829 -7.848 0.7 0.3 0.0
C -7.808 -22.958 -6.646 0.4 1.9 0.4
C -8.304 -24.104 -5.792 0.8 0.8 0.0
O -6.931 -22.183 -6.281 -1.0 -1.0 -1.0
H -8.413 -23.085 -10.603 -0.6 0.1 -0.4
H -6.829 -23.156 -9.921 -0.5 1.1 -0.7
H -7.360 -21.630 -10.854 0.1 -0.2 -0.2
H -7.221 -21.277 -8.440 0.0 0.0 0.2
H -8.872 -21.099 -8.984 -0.6 0.1 0.2
H -7.901 -24.958 -6.323 -0.3 -0.7 0.2
H -9.397 -24.072 -5.779 0.2 -0.3 0.1
H -7.850 -24.037 -4.759 -0.8 0.0 -1.4
C -9.498 -26.535 -2.233 0.0 -0.1 -1.3
C -9.546 -25.008 -2.217 0.5 -0.3 1.2
O -8.275 -24.481 -2.631 0.3 -0.1 -0.9
C -7.303 -24.054 -1.798 -0.2 0.1 -3.2
C -6.025 -23.711 -2.568 -0.3 0.3 1.3
O -7.429 -23.938 -0.634 -0.2 -0.1 2.8
H -9.502 -26.837 -3.309 0.1 -0.3 0.9
H -10.378 -26.918 -1.733 -0.5 -0.1 -0.1
H -8.663 -27.005 -1.679 0.0 0.7 -0.4
H -10.347 -24.574 -2.869 1.0 -0.5 0.6
H -9.669 -24.764 -1.167 -0.4 0.7 0.1
H -6.160 -23.328 -3.575 -0.2 0.0 0.0
H -5.448 -24.628 -2.598 0.3 0.0 -0.2
H -5.502 -22.991 -1.908 -0.1 -0.4 -0.7
O -2.969 -25.425 3.874 0.6 0.7 0.0
C -3.696 -25.685 2.970 -0.6 -1.7 1.5
O -4.392 -26.883 2.990 0.0 1.0 -1.8
C -5.333 -26.835 1.865 0.0 0.2 0.6
C -4.769 -25.762 0.932 1.1 0.3 1.3
O -3.985 -24.920 1.940 -0.9 -0.7 -2.0
H -5.397 -27.808 1.376 0.1 0.0 0.2
H -6.287 -26.549 2.321 0.1 0.0 -0.4
H -5.464 -25.091 0.450 -0.4 0.1 0.1
H -4.080 -26.156 0.170 0.0 0.2 0.5
C -8.605 -32.046 0.511 0.1 0.1 0.0
N -7.957 -30.907 -0.118 1.0 0.6 -0.2
C -8.745 -29.935 -0.846 -0.1 1.0 0.9
C -6.646 -30.647 0.185 -0.3 -1.7 0.3
O -5.904 -29.764 -0.167 -0.5 0.9 -0.4
H -9.161 -32.642 -0.228 0.1 0.3 0.3
H -9.248 -31.716 1.334 -0.2 -0.1 -0.2
H -7.835 -32.686 0.951 -0.1 0.1 -0.1
H -9.493 -30.413 -1.436 -0.7 -0.5 -0.3
H -9.246 -29.232 -0.135 0.2 -0.4 -0.5
H -8.159 -29.330 -1.537 0.4 -0.2 0.2
H -6.252 -31.472 0.803 0.1 0.0 0.2
```
Forces are in eV/Å.

Results of the Mulliken charge analysis, in e, for atoms 1 through 5:
1. C -1.197
2. C 1.366
3. O -0.408
4. C 0.915
5. C -1.296

[2]
# C12H18N6

A cluster of 6 separate species, C12H18N6 in total at a distorted geometry (ωB97M-V/def2-TZVPD, the Open Molecules 2025 dataset).

Output
Highest occupied orbital energy in eV: -11.287
SMILES: CC#N.CC#N.CC#N.CC#N.CC#N.CC#N
Relative energy (zero: lowest compared OMol25 entry of this formula, charge and spin) in eV: 0.226
HOMO-LUMO gap in eV: 11.198

The geometry in XYZ format:
```
36
Properties=species:S:1:pos:R:3:forces:R:3
C 36.702 -8.833 15.386 0.1 -0.1 -0.2
C 36.776 -8.117 16.649 0.0 0.2 0.3
N 36.854 -7.549 17.645 0.0 -0.1 -0.3
H 37.454 -8.449 14.696 0.0 0.0 0.0
H 35.725 -8.702 14.928 -0.1 -0.1 0.1
H 36.904 -9.889 15.554 -0.1 0.0 0.0
C 32.700 -7.025 13.414 0.0 -0.2 -0.3
C 31.505 -7.585 12.795 -0.4 -0.2 -0.2
N 30.564 -8.028 12.303 0.3 0.1 0.2
H 32.456 -6.108 13.940 0.1 0.0 0.1
H 33.433 -6.824 12.635 0.0 0.2 0.1
H 33.138 -7.756 14.091 -0.1 0.1 0.1
C 37.321 -4.788 15.359 -0.3 -0.4 0.0
C 35.896 -4.903 15.058 -0.4 0.1 -0.1
N 34.764 -4.985 14.862 0.5 -0.1 0.0
H 37.599 -3.744 15.455 0.1 0.0 0.1
H 37.910 -5.250 14.569 0.0 0.1 0.0
H 37.473 -5.353 16.280 0.3 0.3 0.1
C 30.186 -9.518 15.521 0.1 0.1 -0.1
C 29.238 -9.173 16.572 -0.1 0.0 0.1
N 28.504 -8.900 17.411 0.0 0.0 -0.1
H 30.964 -8.757 15.478 0.1 -0.1 0.1
H 29.709 -9.543 14.544 -0.1 0.0 0.0
H 30.629 -10.488 15.735 0.0 0.0 0.0
C 29.370 -5.664 9.580 0.5 1.0 -0.1
C 29.163 -4.236 9.887 -0.1 -0.7 0.0
N 29.012 -3.131 10.148 0.0 0.3 0.0
H 28.479 -6.089 9.134 -0.1 -0.1 0.2
H 29.676 -6.165 10.494 -0.2 -0.3 0.0
H 30.194 -5.701 8.864 -0.1 -0.2 0.0
C 27.201 -8.503 12.257 -0.1 -0.2 0.4
C 26.734 -7.718 11.132 0.0 0.1 -0.2
N 26.405 -7.085 10.234 -0.1 0.0 -0.1
H 27.509 -7.840 13.063 0.1 0.0 0.0
H 28.036 -9.129 11.955 0.1 0.1 0.0
H 26.405 -9.140 12.643 -0.1 0.0 -0.1
```
Forces are in eV/Å.

Results of the Mulliken charge analysis, in e, for atoms 1 through 5:
1. C -0.601
2. C 0.366
3. N -0.417
4. H 0.256
5. H 0.088

[3]
# C13H10N3O3Pt

A structure of composition C13H10N3O3Pt at a distorted geometry (ωB97M-V/def2-TZVPD, the Open Molecules 2025 dataset).

Output
Highest occupied orbital energy (alpha / beta) in eV: -1.670 / -4.080
2S+1: 3
Charge: -1
Expectation value of S²: 2.0248
Relative energy (zero: lowest compared OMol25 entry of this formula, charge and spin) in eV: 4.696
HOMO-LUMO gap (alpha / beta) in eV: 4.852 / 7.076

The geometry in XYZ format:
```
30
Properties=species:S:1:pos:R:3:forces:R:3
Pt -0.969 -1.158 0.514 -2.4 4.7 1.2
O 3.437 -1.878 0.085 -1.0 1.0 0.2
C 3.692 -0.529 0.051 -0.2 -0.8 0.1
C 5.033 -0.159 -0.070 0.0 0.7 0.0
C 5.383 1.190 -0.094 -0.3 -0.3 0.0
C 4.391 2.163 -0.001 -0.4 -0.1 0.0
C 3.047 1.787 0.115 0.8 -0.2 0.0
C 2.663 0.432 0.146 -0.1 1.6 -0.1
C 1.171 0.129 0.304 3.4 4.4 -0.9
O 1.002 -1.097 0.514 -1.4 -2.3 0.4
N 0.341 1.138 0.213 2.0 -0.1 0.2
N -0.976 0.789 0.514 2.1 3.0 1.9
C -1.673 0.547 -0.538 -2.2 -0.2 -2.4
C -2.988 -0.043 -0.340 -1.1 3.1 -2.4
C -4.114 0.501 -0.938 -0.6 -0.8 0.6
C -5.346 -0.057 -0.608 -0.3 1.5 -1.4
C -5.394 -1.132 0.279 1.2 -1.3 1.3
C -4.203 -1.611 0.804 -0.9 -0.7 0.5
N -2.997 -1.089 0.514 -0.1 0.1 0.0
H 2.451 -1.894 0.258 0.8 -0.5 -0.2
H 5.795 -0.929 -0.133 -0.2 0.0 0.0
H 6.426 1.479 -0.177 -0.1 0.0 0.0
H 4.652 3.217 -0.011 0.0 -0.1 0.0
H 2.287 2.560 0.200 0.0 -0.3 0.0
H -1.321 0.739 -1.564 0.0 0.3 0.4
H -4.038 1.360 -1.592 0.1 -0.1 0.0
H -6.262 0.354 -1.020 0.1 0.0 0.0
H -6.338 -1.582 0.565 0.2 -0.1 0.1
H -4.183 -2.445 1.499 -0.1 0.0 -0.1
O -0.969 -2.783 0.514 0.8 -12.6 0.6
```
Forces are in eV/Å.

Results of the Mulliken charge analysis, in e, for atoms 1 through 5:
1. Pt 0.632
2. O -0.719
3. C 0.435
4. C -0.739
5. C -0.204

[4]
# C5H9NO2

An isolated molecule of C5H9NO2 at a distorted geometry (ωB97M-V/def2-TZVPD, the Open Molecules 2025 dataset).

Output
Highest occupied orbital energy in eV: -9.454
SMILES: C[C@H](CC=O)NC=O
Relative energy (zero: lowest compared OMol25 entry of this formula, charge and spin) in eV: 1.213
HOMO-LUMO gap in eV: 10.199

The geometry in XYZ format:
```
17
Properties=species:S:1:pos:R:3:forces:R:3
C -1.377 -0.734 -0.893 -0.6 0.5 0.8
C -0.102 -0.561 -0.051 -0.5 -0.8 1.0
C -0.418 0.295 1.184 1.0 -1.0 1.2
C 0.731 0.388 2.201 0.3 0.5 -0.2
O 1.886 0.177 1.953 0.2 -0.4 -0.2
N 1.066 -0.145 -0.782 -0.7 1.7 -1.9
C 0.944 0.823 -1.769 -0.3 -0.9 1.7
O 1.788 1.022 -2.597 0.3 0.5 -0.6
H -2.127 -1.265 -0.296 0.4 -0.5 0.0
H -1.961 0.188 -1.061 0.8 -0.1 -0.7
H -1.121 -1.333 -1.756 -0.3 0.2 -0.5
H 0.036 -1.596 0.298 0.6 0.4 0.1
H -0.664 1.318 0.928 -0.5 0.2 0.0
H -1.196 -0.213 1.781 -0.3 0.6 -0.5
H 0.506 0.733 3.239 -0.5 -0.1 -0.3
H 1.998 -0.509 -0.764 0.0 -0.8 0.6
H 0.013 1.412 -1.615 0.2 0.0 -0.6
```
Forces are in eV/Å.

Results of the Mulliken charge analysis, in e, for atoms 1 through 5:
1. C -1.557
2. C 0.224
3. C -0.658
4. C -0.066
5. O -0.455